Computed, not measured: C2H3I in the gas phase at a distorted geometry, with ωB97M-V/def2-TZVPD.

Each line ends with the Löwdin charge.
CARTESIAN COORDINATES (ANGSTROEM)
1 C -0.32 -0.29 0.08  -0.161
2 C 0.96 -0.39 0.27  -0.828
3 I 2.21 -1.87 0.95  0.765
4 H -0.73 0.60 -0.23  0.018
5 H -1.02 -1.14 0.31  0.078
6 H 1.61 0.74 0.03  0.127

## Properties
Highest occupied orbital energy, eV: -9.3
SMILES: C=CI
HOMO-LUMO gap, Ha: 0.3635
Strongest force on any atom, eV/Å: 5.8
ΔE to the lowest compared entry with this formula, charge and spin, kJ/mol: 84.8
Net charge: 0

=====

Computed, not measured: a molecular structure, C2H3I2NO at a distorted geometry, with ωB97M-V/def2-TZVPD.

Each line ends with the Löwdin charge.
CARTESIAN COORDINATES (ANGSTROEM)
1 C 1.20 0.33 -0.13  -0.565
2 C 0.50 0.32 1.02  -0.624
3 N -1.78 0.24 -0.96  -0.573
4 O 1.29 -0.60 -0.99  -0.448
5 I -0.33 -1.43 1.81  0.783
6 I -0.75 -1.21 -1.76  1.258
7 H 1.76 1.15 -0.56  0.119
8 H 0.57 1.27 1.69  0.076
9 H -2.46 -0.05 -0.11  -0.025

## Properties
Highest occupied orbital energy (alpha / beta), eV: -8.6 / -8.6
HOMO-LUMO gap (alpha / beta), Ha: 0.2495 / 0.2479
Strongest force on any atom, eV/Å: 3.2
ΔE to the lowest compared entry with this formula, charge and spin, kJ/mol: 509.1
Net charge: 0

=====

Computed, not measured: a molecular structure, C2H3I3O2 at a distorted geometry, with ωB97M-V/def2-TZVPD.

Each line ends with the Löwdin charge.
CARTESIAN COORDINATES (ANGSTROEM)
1 C 0.40 1.10 -0.73  -1.307
2 C -0.61 -0.51 0.51  -1.011
3 O -0.94 -0.01 1.66  0.012
4 O 0.27 -1.50 0.39  -0.104
5 I 2.13 1.58 0.33  0.723
6 I 0.84 -0.01 -2.41  0.796
7 I -2.29 -0.85 -0.81  0.820
8 H -0.17 2.02 -0.88  -0.035
9 H -0.44 -0.45 2.35  0.134
10 H 0.81 -1.37 -0.41  -0.027

## Properties
Highest occupied orbital energy (alpha / beta), eV: -8.3 / -8.3
HOMO-LUMO gap (alpha / beta), Ha: 0.3020 / 0.3019
Strongest force on any atom, eV/Å: 4.8
ΔE to the lowest compared entry with this formula, charge and spin, kJ/mol: 199.9
Net charge: 0

=====

Computed, not measured: 2 unconnected molecules or ions with the total composition C2H3I3O2 at a distorted geometry, with ωB97M-V/def2-TZVPD.

Each line ends with the Löwdin charge.
CARTESIAN COORDINATES (ANGSTROEM)
1 C -0.52 -1.00 0.50  -0.441
2 C -1.05 0.15 0.38  -1.337
3 O -0.12 -1.75 -0.56  0.001
4 O 1.00 1.12 -0.88  -0.851
5 I 2.42 1.58 0.53  0.785
6 I -1.50 1.47 1.88  0.807
7 I -1.80 0.83 -1.45  0.888
8 H -0.19 -1.32 1.51  0.128
9 H 0.33 -2.46 -0.22  0.050
10 H 1.44 1.38 -1.70  -0.029

## Properties
Highest occupied orbital energy, eV: -8.6
HOMO-LUMO gap, Ha: 0.2803
Strongest force on any atom, eV/Å: 4.7
ΔE to the lowest compared entry with this formula, charge and spin, kJ/mol: 207.3
Net charge: 0

=====

Computed, not measured: C2H3IN2O in the gas phase at a distorted geometry, with ωB97M-V/def2-TZVPD.

Each line ends with the Löwdin charge.
CARTESIAN COORDINATES (ANGSTROEM)
1 C 1.06 0.21 0.35  0.013
2 C -0.15 0.69 -0.25  -0.375
3 N -0.15 -2.00 -0.09  0.072
4 N -1.19 0.22 0.34  -0.558
5 O 0.87 -1.44 -0.25  -0.181
6 I -3.11 0.60 -0.06  0.752
7 H 1.95 0.27 -0.21  0.092
8 H 0.97 0.27 1.38  0.081
9 H -0.26 1.17 -1.21  0.104

## Properties
2S+1: 3
<S²>: 2.03
Highest occupied orbital energy (alpha / beta), eV: -8.0 / -9.2
HOMO-LUMO gap (alpha / beta), Ha: 0.2918 / 0.2949
Strongest force on any atom, eV/Å: 2.8
ΔE to the lowest compared entry with this formula, charge and spin, kJ/mol: 220.7
Net charge: 0

=====

Computed, not measured: 2 unconnected molecules or ions with the total composition C2H3IN2OS at a distorted geometry, with ωB97M-V/def2-TZVPD.

Each line ends with the Löwdin charge.
CARTESIAN COORDINATES (ANGSTROEM)
1 C -0.36 0.62 -0.34  -0.948
2 C -0.10 -1.65 1.37  -0.046
3 N -0.08 -0.56 -0.86  0.020
4 N -1.45 1.16 -0.14  0.122
5 O -1.19 -1.89 1.44  0.062
6 S 1.03 1.20 0.67  0.264
7 I 3.24 0.79 -0.12  0.410
8 H -0.73 -0.96 -1.52  0.127
9 H 0.93 -0.68 -0.86  0.006
10 H -1.30 1.96 0.36  -0.017

## Properties
Highest occupied orbital energy, eV: -9.1
HOMO-LUMO gap, Ha: 0.2976
Strongest force on any atom, eV/Å: 3.8
ΔE to the lowest compared entry with this formula, charge and spin, kJ/mol: 111.0
Net charge: 0